Entry 1:
Below is 4 unconnected molecules or ions with the total composition C20H51N3O8 at a distorted geometry, with properties calculated with the ωB97M-V functional and the def2-TZVPD basis.

The geometry in XYZ format:
```
82
Properties=species:S:1:pos:R:3:lowdin_charge:R:1
C 3.683 0.063 -3.926 -0.13
O 4.785 -0.119 -3.036 -0.19
C 5.302 1.213 -2.595 -0.18
C 6.680 1.080 -2.021 -0.20
N 6.680 0.453 -0.657 -0.06
C 6.215 1.380 0.375 -0.21
C 6.875 2.808 0.587 -0.14
O 6.592 3.710 -0.576 -0.21
C 7.501 4.751 -0.468 -0.16
H 3.995 0.446 -4.897 0.08
H 2.973 0.745 -3.458 0.08
H 3.070 -0.828 -4.067 0.08
H 4.643 1.635 -1.836 0.11
H 5.326 1.900 -3.440 0.12
H 7.314 1.962 -1.937 0.11
H 7.257 0.374 -2.618 0.11
H 5.900 -0.181 -0.758 0.09
H 6.248 0.852 1.328 0.11
H 5.151 1.559 0.220 0.10
H 7.912 2.613 0.861 0.12
H 6.337 3.229 1.437 0.11
H 8.514 4.379 -0.620 0.09
H 7.356 5.300 0.462 0.08
H 7.181 5.507 -1.185 0.09
C -2.483 2.528 -6.123 -0.14
O -2.359 2.927 -4.777 -0.20
C -1.649 4.186 -4.621 -0.15
C -2.036 4.708 -3.127 -0.21
N -3.377 5.021 -2.822 -0.07
C -3.557 4.959 -1.386 -0.22
C -4.976 4.521 -0.964 -0.20
O -5.106 3.160 -1.356 -0.19
C -6.024 2.433 -0.633 -0.15
H -1.626 2.217 -6.721 0.08
H -2.967 3.327 -6.684 0.08
H -3.203 1.744 -6.361 0.08
H -1.749 4.902 -5.436 0.11
H -0.602 3.884 -4.629 0.11
H -1.483 5.563 -2.736 0.12
H -1.839 3.741 -2.665 0.11
H -3.828 4.162 -3.101 0.09
H -3.198 5.917 -1.010 0.12
H -2.993 4.210 -0.829 0.11
H -5.769 5.103 -1.435 0.12
H -5.058 4.609 0.119 0.12
H -7.096 2.627 -0.653 0.09
H -5.713 2.232 0.393 0.08
H -5.919 1.420 -1.022 0.09
C -3.220 -6.468 -0.682 -0.13
O -2.611 -6.691 0.567 -0.19
C -1.647 -5.786 1.062 -0.21
C -1.436 -5.852 2.619 -0.18
N -2.555 -5.401 3.429 -0.10
C -2.646 -5.695 4.799 -0.19
C -1.454 -5.088 5.727 -0.21
O -1.710 -4.487 6.953 -0.21
C -2.093 -5.378 8.005 -0.09
H -2.683 -5.881 -1.427 0.08
H -4.159 -5.917 -0.630 0.08
H -3.301 -7.389 -1.259 0.08
H -1.980 -4.767 0.864 0.11
H -0.764 -5.981 0.454 0.12
H -0.571 -5.211 2.791 0.11
H -1.207 -6.905 2.781 0.11
H -3.432 -5.394 2.929 0.11
H -2.611 -6.782 4.874 0.11
H -3.526 -5.195 5.204 0.12
H -0.806 -4.399 5.184 0.12
H -0.794 -5.904 6.021 0.10
H -2.572 -4.761 8.765 0.09
H -1.244 -5.982 8.326 0.09
H -2.928 -6.010 7.703 0.08
O 0.852 -0.575 1.461 -0.09
C 0.180 0.471 2.152 -0.20
C -1.325 0.253 1.804 -0.26
O -1.688 0.174 0.451 -0.06
H 0.199 -0.861 0.819 0.06
H 0.412 0.348 3.210 0.12
H 0.633 1.326 1.649 0.12
H -1.811 1.140 2.209 0.11
H -1.880 -0.545 2.297 0.12
H -2.501 0.660 0.296 0.09
```

Properties
**Orbital gap**: 8.69 eV
**E_tot**: -42408.2724 eV
**Maximum force**: 3.2 eV/Å
**Relative energy (zero: lowest compared OMol25 entry of this formula, charge and spin)**: 301.7 kJ/mol
**SMILES**: COCCNCCOC.COCCNCCOC.COCCNCCOC.OCCO
**Net charge**: 0
**HOMO energy**: -8.3 eV
**LUMO**: 0.42 eV



Entry 2:
Below is a molecular structure, C47H56FHfN10O4SSb2 at a distorted geometry, with properties calculated with the ωB97M-V functional and the def2-TZVPD basis.

The geometry in XYZ format:
```
122
Properties=species:S:1:pos:R:3:lowdin_charge:R:1
Hf 1.248 0.047 -0.716 1.34
C 1.183 3.406 5.874 0.00
C 0.327 4.280 4.968 -0.29
C -0.967 4.689 5.562 -0.11
C -1.894 3.479 5.694 -0.10
C -2.042 2.797 4.409 -0.13
C -3.165 2.030 4.127 0.12
C -3.325 1.519 2.813 -0.23
F -4.491 0.956 2.480 0.09
C -2.316 1.547 1.887 0.04
C -1.141 2.220 2.221 -0.05
C 0.029 1.993 1.437 -0.26
O -0.023 1.283 0.357 -0.31
C 1.240 2.610 1.793 -0.03
C 1.187 3.443 2.851 0.04
N 0.136 3.560 3.663 0.06
C -1.044 2.865 3.453 -0.06
C 2.523 2.447 0.942 -0.55
O 3.369 3.306 0.893 0.13
O 2.508 1.353 0.175 -0.40
H 1.424 3.927 6.773 0.09
H 2.154 3.164 5.390 0.09
H 0.691 2.453 6.141 0.10
H 0.882 5.099 4.616 0.14
H -1.433 5.470 4.928 0.15
H -0.762 5.169 6.532 0.15
H -2.852 3.781 6.000 0.12
H -1.396 2.796 6.359 0.13
H -3.993 1.908 4.805 0.14
H -2.592 1.159 0.922 0.10
H 2.092 4.049 3.110 0.19
C 2.010 -2.051 3.265 -0.23
Sb 2.990 -1.375 1.357 1.41
C 4.363 -0.152 2.440 -0.28
C 4.245 -3.080 0.720 -0.26
C 3.938 -3.581 -0.621 -0.34
C 3.283 -4.838 -0.773 -0.04
C 2.936 -5.353 -1.993 -0.04
C 3.346 -4.670 -3.169 -0.01
C 3.989 -3.479 -2.986 -0.06
C 4.291 -2.888 -1.766 -0.34
C 5.103 -1.631 -1.783 -0.27
Sb 3.863 0.065 -2.292 1.39
C 4.172 -0.113 -4.408 -0.26
C 5.089 1.755 -1.860 -0.24
H 2.663 -1.683 4.038 0.00
H 2.054 -3.161 3.280 0.02
H 1.000 -1.727 3.361 -0.03
H 4.695 -0.686 3.368 0.04
H 4.000 0.865 2.614 0.01
H 5.278 -0.059 1.837 0.02
H 4.171 -3.852 1.489 0.08
H 5.267 -2.626 0.749 0.08
H 3.081 -5.326 0.155 0.11
H 2.438 -6.303 -1.998 0.11
H 3.202 -5.120 -4.089 0.10
H 4.336 -2.993 -3.856 0.09
H 5.686 -1.760 -2.711 0.08
H 5.665 -1.356 -0.862 0.08
H 5.239 0.120 -4.565 0.04
H 3.534 0.667 -4.852 0.01
H 4.056 -1.132 -4.749 0.00
H 6.045 1.624 -2.366 0.03
H 5.384 1.721 -0.824 0.01
H 4.584 2.639 -2.192 0.01
O 1.354 -2.190 -1.378 -0.23
H 0.659 -2.794 -1.142 0.04
H 2.214 -2.657 -1.457 0.02
N 0.678 6.599 -4.999 0.23
C 0.860 5.702 -4.272 -0.13
C 1.067 4.547 -3.475 -0.21
C 1.036 4.577 -2.077 0.06
C 1.154 3.370 -1.434 -0.08
N 1.280 2.147 -2.051 -0.05
C 1.119 2.151 -3.385 -0.13
C 1.032 3.345 -4.080 0.00
H 1.026 5.501 -1.465 0.16
H 1.115 3.336 -0.351 0.09
H 1.145 1.187 -3.949 0.12
H 0.979 3.407 -5.156 0.14
C -3.029 -2.636 2.345 -0.03
N -2.054 -3.398 1.584 -0.11
C -2.052 -4.895 1.393 -0.02
C -0.525 -5.148 1.196 -0.07
N -0.082 -3.794 0.735 0.03
C -0.943 -2.892 1.151 -0.78
S -0.727 -1.223 0.943 0.76
H -2.527 -1.894 2.994 0.09
H -3.540 -3.406 3.023 0.13
H -3.811 -2.209 1.740 0.06
H -2.515 -5.202 0.457 0.13
H -2.446 -5.338 2.306 0.13
H -0.356 -5.926 0.527 0.10
H -0.086 -5.374 2.149 0.12
H 0.927 -3.633 0.849 0.11
C -2.032 1.469 -2.027 0.02
C -1.583 0.188 -2.651 -0.33
N -0.379 -0.329 -2.538 -0.02
C -0.289 -1.319 -3.470 -0.14
C -1.481 -1.439 -4.094 -0.02
N -2.351 -0.516 -3.551 0.02
C -3.800 -0.453 -3.722 -0.03
N -4.535 -0.834 -2.520 -0.06
N -3.963 -1.135 -1.360 0.04
N -4.841 -1.233 -0.448 0.09
C -6.057 -0.916 -1.017 -0.25
C -7.254 -0.693 -0.418 -0.02
C -8.345 -0.311 -1.169 -0.05
C -8.186 -0.077 -2.551 -0.06
C -6.986 -0.188 -3.202 0.00
C -5.924 -0.689 -2.400 -0.12
H -1.126 2.060 -1.799 0.06
H -2.696 1.268 -1.169 0.08
H -2.607 2.098 -2.695 0.10
H 0.652 -1.861 -3.660 0.12
H -1.810 -2.157 -4.845 0.14
H -4.072 -1.125 -4.468 0.13
H -4.134 0.578 -3.940 0.16
H -7.387 -0.918 0.635 0.12
H -9.296 -0.098 -0.734 0.11
H -9.147 0.158 -3.059 0.13
H -6.877 -0.054 -4.269 0.11
```

Properties
**Orbital gap**: 6.92 eV
**E_tot**: -100653.6128 eV
**Maximum force**: 3.9 eV/Å
**Relative energy (zero: lowest compared OMol25 entry of this formula, charge and spin)**: 57.7 kJ/mol
**Net charge**: +3
**HOMO energy**: -14.6 eV
**LUMO**: -7.68 eV



Entry 3:
Below is 2 unconnected molecules or ions with the total composition C4H12NOPS at a distorted geometry, with properties calculated with the ωB97M-V functional and the def2-TZVPD basis.

The geometry in XYZ format:
```
20
Properties=species:S:1:pos:R:3:lowdin_charge:R:1
C 0.214 -1.248 -2.159 -0.20
C -0.525 -1.324 -0.822 -0.41
P -0.620 0.510 -0.056 0.62
S -1.722 0.027 1.716 0.42
O -1.866 1.076 -0.912 -0.53
C -2.024 2.317 -1.475 -0.17
H 0.435 -2.223 -2.425 0.04
H -0.275 -0.640 -2.980 0.09
H 1.106 -0.663 -1.993 0.04
H -0.271 -2.048 -0.046 0.05
H -1.559 -1.582 -1.236 0.09
H -0.770 0.270 2.542 -0.28
H -1.680 2.211 -2.474 0.07
H -1.353 2.957 -0.951 0.06
H -3.046 2.703 -1.393 0.10
C 2.962 -0.393 3.281 -0.17
N 3.017 -0.882 2.122 0.01
H 3.768 -0.429 4.027 0.06
H 2.075 0.227 3.658 0.07
H 2.135 -0.866 1.577 0.03
```

Properties
**Orbital gap**: 9.54 eV
**E_tot**: -28002.6146 eV
**Maximum force**: 3.9 eV/Å
**Relative energy (zero: lowest compared OMol25 entry of this formula, charge and spin)**: 229.0 kJ/mol
**SMILES**: CCP(S)OC.C=N
**Net charge**: 0
**HOMO energy**: -8.8 eV
**LUMO**: 0.73 eV